{"formula": "C3H5N3", "method": "the ωB97M-V functional and the def2-TZVPD basis", "species": ["C", "N", "C", "N", "C", "N", "H", "H", "H", "H", "H"], "xyz": [[-1.82, -0.22, 0.02], [-0.45, -0.02, -0.44], [0.38, 0.94, -0.16], [1.66, 0.97, 0.02], [2.11, -0.67, 0.05], [1.22, -1.50, -0.08], [-2.47, -0.52, -0.81], [-1.80, -1.04, 0.75], [-2.27, 0.66, 0.51], [0.25, 2.03, -0.06], [3.19, -0.63, 0.20]], "de_lowest_ev": 4.883, "gap_ev": [8.0, 7.7], "energy_ev": -7657.5726, "total_charge": 0, "e_homo_ha": [-0.3400, -0.3341]}